{"formula": "C25H30N5O2RhSSe", "method": "wB97M-V/def2-TZVPD", "symbols": ["Rh", "Se", "S", "O", "O", "N", "N", "N", "N", "N", "C", "C", "C", "C", "C", "C", "C", "C", "C", "C", "C", "C", "C", "C", "C", "C", "C", "C", "C", "C", "C", "C", "C", "C", "C", "H", "H", "H", "H", "H", "H", "H", "H", "H", "H", "H", "H", "H", "H", "H", "H", "H", "H", "H", "H", "H", "H", "H", "H", "H", "H", "H", "H", "H", "H"], "xyz": [[-1.256, 0.574, -0.843], [-2.277, -1.590, -1.343], [-0.511, 0.061, 3.523], [0.654, 0.011, -1.091], [-3.097, 1.343, -0.807], [-1.085, 0.546, 1.115], [-0.337, 2.340, -0.843], [1.050, 2.274, -0.861], [0.427, -1.233, 1.335], [-1.815, 1.447, 1.835], [5.622, 0.153, -1.097], [5.201, 1.459, -0.873], [1.452, 1.052, -0.992], [4.684, -0.850, -1.293], [0.349, -4.376, 0.350], [-3.495, 2.944, 3.543], [3.329, -0.553, -1.262], [2.550, -5.417, -0.311], [-0.738, -3.535, 0.121], [-0.924, 3.500, -0.720], [-2.284, 2.214, 4.114], [1.383, -4.501, -0.566], [-1.632, 1.334, 3.095], [-4.743, 2.998, -0.617], [0.222, -2.179, -3.322], [1.303, -3.764, -1.740], [0.237, -2.912, -2.010], [-3.287, 2.606, -0.687], [-0.082, 4.740, -0.667], [-2.334, 3.614, -0.640], [2.905, 0.754, -1.033], [-1.818, -3.448, 1.164], [-0.794, -2.790, -1.065], [3.850, 1.760, -0.841], [-0.333, -0.259, 1.834], [2.520, -5.823, 0.700], [1.041, -1.756, 1.932], [-3.208, 3.545, 2.681], [6.679, -0.079, -1.123], [2.548, -6.258, -1.008], [-0.474, -2.659, -4.014], [5.006, -1.867, -1.477], [5.931, 2.244, -0.722], [-4.255, 2.235, 3.215], [-2.563, 1.609, 4.980], [2.591, -1.329, -1.430], [-0.101, -1.147, -3.206], [3.499, -4.893, -0.438], [-5.348, 2.114, -0.430], [-2.779, -3.770, 0.761], [2.098, -3.848, -2.475], [1.213, -2.188, -3.775], [0.383, -4.949, 1.271], [3.509, 2.771, -0.668], [0.594, -1.230, 0.328], [-3.928, 3.596, 4.300], [0.594, 4.696, 0.188], [0.545, 4.808, -1.555], [-2.720, 4.620, -0.542], [-1.960, -2.420, 1.504], [-0.709, 5.625, -0.592], [-4.913, 3.733, 0.169], [-1.573, -4.074, 2.022], [-1.542, 2.934, 4.468], [-5.055, 3.442, -1.564]], "forces_ev_per_angstrom": [[-0.018, -0.046, -0.001], [0.030, -0.010, 0.053], [0.024, 0.006, 0.016], [-0.060, 0.035, -0.044], [0.021, 0.006, -0.019], [-0.159, 0.097, -0.098], [0.011, 0.045, -0.026], [-0.006, -0.003, -0.009], [0.106, 0.491, 0.190], [0.023, -0.003, 0.023], [0.000, -0.002, 0.001], [0.006, -0.002, 0.001], [0.007, 0.025, 0.003], [-0.013, 0.010, 0.002], [-0.044, 0.002, -0.011], [0.013, 0.013, -0.001], [-0.013, 0.001, -0.022], [-0.001, -0.004, -0.006], [-0.102, -0.203, -0.102], [0.015, -0.002, 0.003], [0.012, 0.004, -0.007], [0.024, 0.011, 0.002], [-0.028, 0.024, -0.012], [0.002, 0.012, 0.013], [-0.045, -0.002, -0.025], [0.047, 0.012, 0.033], [-0.023, -0.016, -0.046], [0.023, 0.051, 0.018], [-0.002, -0.001, -0.001], [-0.013, -0.037, 0.006], [0.013, 0.000, 0.007], [-0.022, -0.021, -0.041], [-0.044, -0.032, -0.006], [-0.006, -0.007, 0.003], [0.202, -0.297, -0.048], [0.001, -0.002, 0.001], [-0.025, -0.053, -0.002], [-0.007, 0.000, 0.000], [0.001, 0.000, 0.000], [-0.004, 0.002, 0.003], [-0.016, 0.021, 0.000], [0.002, -0.005, 0.000], [0.000, -0.001, 0.000], [0.002, 0.000, -0.005], [-0.021, -0.004, -0.007], [0.031, 0.032, 0.037], [0.033, -0.041, 0.019], [-0.001, 0.002, -0.001], [0.001, 0.000, 0.005], [0.005, 0.006, 0.005], [0.004, -0.008, -0.003], [0.005, -0.018, -0.011], [-0.002, -0.012, 0.009], [-0.001, 0.001, 0.001], [0.038, 0.003, 0.097], [0.000, -0.002, 0.002], [-0.001, -0.002, 0.001], [0.000, 0.000, 0.000], [0.001, -0.002, 0.005], [-0.032, -0.045, -0.019], [0.001, 0.001, 0.001], [0.003, 0.006, -0.011], [0.004, -0.008, 0.013], [0.005, -0.014, 0.018], [-0.005, -0.014, -0.007]], "nbo_charge": [1.048, -0.158, 0.370, -0.743, -0.647, -0.282, -0.372, -0.394, -0.783, -0.235, -0.205, -0.219, 0.539, -0.234, -0.208, -0.600, -0.137, -0.629, -0.067, 0.313, -0.444, -0.016, 0.072, -0.676, -0.638, -0.247, -0.034, 0.506, -0.658, -0.481, -0.130, -0.634, -0.119, -0.167, 0.278, 0.211, 0.415, 0.227, 0.212, 0.220, 0.225, 0.211, 0.213, 0.218, 0.222, 0.224, 0.233, 0.215, 0.233, 0.234, 0.203, 0.207, 0.193, 0.231, 0.467, 0.214, 0.237, 0.242, 0.213, 0.217, 0.215, 0.219, 0.203, 0.228, 0.230], "e_lumo_ha": [-0.0171, -0.0171], "gap_ha": [0.243, 0.243], "e_tot_ev": -117148.098, "e_homo_ev": [-7.088, -7.089], "mol_weight_g_mol": 646.481}